A structure of composition C38H55NO2P2Re, computed with ωB97M-V/def2-TZVPD.

The geometry in XYZ format:
```
99
Properties=species:S:1:pos:R:3:lowdin_charge:R:1
Re 1.1067 0.5366 -0.6532 1.288
P -0.8819 0.0242 -2.1585 0.733
P 1.0211 -1.8184 -1.5470 0.716
O -3.0781 -0.7160 2.3264 0.014
O -0.8882 -1.1842 2.6992 -0.086
N -0.8961 0.3864 4.8863 0.188
C -3.1729 2.1450 5.3739 0.002
C -1.4635 3.9884 5.1203 -0.214
C 0.9181 3.5120 4.9840 -0.055
C -0.2354 -4.3268 -6.1399 -0.179
C -2.6061 0.0921 -1.6464 -0.218
C 2.0746 -3.6081 -5.4372 -0.150
C 2.4428 -2.8898 -6.7011 -0.169
C -0.1472 4.4101 4.9355 -0.018
C -2.1208 -1.0760 3.0428 -0.631
C -1.2939 -3.1915 -6.1510 -0.177
C 2.0522 0.1644 2.4687 0.010
C -0.6926 1.7167 5.1806 -0.203
C -0.4233 2.1172 1.6551 0.028
C 0.8899 -4.1639 -5.1556 -0.118
C 2.9116 1.0717 0.2239 -0.360
C 1.8951 0.9646 1.2294 -0.320
C -0.5426 0.9850 -3.6580 -0.227
C -3.5023 -2.4706 6.3334 -0.013
C 0.8332 1.8840 0.8902 -0.320
C 0.6430 2.1606 5.1209 -0.029
C -2.0494 -0.5896 6.8219 0.015
C -3.2860 -2.3192 4.9575 0.016
C 1.2350 2.5901 -0.2984 -0.347
C -2.5698 5.0052 5.0878 -0.040
C 3.3488 2.5972 -1.8271 0.010
C 0.3726 -1.3213 -6.5290 -0.098
C 1.3048 -2.1030 -7.4112 -0.180
C 0.9633 -3.3668 -0.6508 -0.222
C -1.7703 2.6339 5.2666 -0.134
C -1.7900 -0.5040 5.4427 -0.184
C 2.3964 -1.7939 -2.7156 -0.233
C -0.4980 -1.7220 -2.5780 -0.444
C 2.5138 2.0869 -0.7044 -0.336
C -0.7676 -1.7949 -5.9958 -0.154
C 0.4870 3.6933 -0.9679 -0.015
C -2.9026 -1.6081 7.2608 -0.032
C 4.1908 0.3099 0.2069 -0.004
C -2.4026 -1.3592 4.5098 -0.057
H 0.0276 5.4706 4.7455 0.123
H 1.9660 -3.5934 -0.2648 0.063
H -3.7991 -2.9292 4.2130 0.136
H 0.6184 4.6492 -0.4416 0.107
H 2.8671 -3.6037 -7.4300 0.130
H 0.6274 -4.1740 -1.3179 0.064
H -3.8624 2.9828 5.4212 0.077
H -0.2376 1.9874 2.7265 0.068
H 2.6746 -0.7171 2.2896 0.096
H -3.0894 5.0873 6.0528 0.102
H 0.8449 3.8282 -1.9931 0.082
H -1.2767 -2.4120 -2.2248 0.084
H -1.0970 1.9284 -3.5991 0.064
H -4.1451 -3.2850 6.6705 0.124
H 0.7056 -4.6228 -4.1706 0.106
H -2.9343 1.1396 -1.6522 0.062
H -1.2193 1.4126 1.3881 0.091
H -0.5872 3.4808 -0.9978 0.086
H 3.9703 3.4449 -1.5097 0.120
H -0.4437 0.0026 4.0390 0.112
H 3.2890 -2.2071 -2.2325 0.069
H -3.2219 -0.4897 -2.3466 0.069
H 1.8032 -1.3771 -8.0754 0.119
H 0.7504 -2.7968 -8.0580 0.110
H -2.7139 -0.3081 -0.6280 0.053
H 1.9439 3.8624 4.9063 0.115
H 4.0222 1.8181 -2.1955 0.084
H -3.1025 -1.7219 8.3293 0.123
H 4.9042 0.6996 0.9436 0.114
H -2.1577 5.9899 4.8496 0.083
H -0.3004 -1.8691 -3.6477 0.030
H 1.4417 1.4185 5.1475 0.114
H -1.8734 -3.2815 -7.0878 0.130
H -0.7687 -5.2565 -5.8807 0.121
H 3.2578 -2.1887 -6.4643 0.111
H -3.4535 1.5199 4.5168 0.107
H -0.8242 0.4324 -4.5593 0.020
H -1.5976 0.1305 7.5130 0.137
H 0.6501 -0.2667 -6.3931 0.103
H 1.0850 -0.1849 2.8335 0.050
H 0.5267 1.2230 -3.7130 0.042
H -1.4599 -1.1163 -5.4889 0.081
H -3.3256 1.5456 6.2768 0.088
H 2.7225 2.9410 -2.6539 0.083
H 4.6600 0.3711 -0.7776 0.082
H 0.1567 -4.4544 -7.1581 0.109
H -3.3251 4.7661 4.3263 0.093
H 4.0217 -0.7442 0.4477 0.086
H -0.7972 3.1313 1.4945 0.103
H 0.2674 -3.2607 0.1927 0.061
H 2.1294 -2.3992 -3.5828 0.002
H 2.5258 0.7542 3.2655 0.101
H 2.9238 -3.7572 -4.7549 0.106
H 2.6234 -0.7751 -3.0500 0.046
H -2.0131 -3.3735 -5.3380 0.107
```

Computed properties:
Kohn-Sham gap (alpha / beta): 6.2 / 5.9 eV
HOMO level (alpha / beta): -13.0 / -13.2 eV
Energy: -66574.2711 eV
E_LUMO (alpha / beta): -6.782 / -7.269 eV
Net charge: +2
<S²>: 3.795
Spin multiplicity: 4
ΔE to the lowest compared entry with this formula, charge and spin: 0.0 kcal/mol
Molecular weight: 806.0 g mol⁻¹

=====

A cluster of 10 separate species, C38H56O30 in total, computed with ωB97M-V/def2-TZVPD.

The geometry in XYZ format:
```
124
Properties=species:S:1:pos:R:3:lowdin_charge:R:1
O -19.6175 -2.0780 19.6968 0.111
O -13.1350 2.7201 25.8645 0.075
O -15.6029 3.9652 12.6684 0.141
O -10.1608 0.7922 18.1932 0.105
O -6.4588 4.9195 20.1814 0.079
O -12.2508 4.4193 24.8849 0.090
O -14.8711 -1.3278 12.8487 0.037
O -15.3512 -5.5138 18.4290 0.098
O -15.3425 -7.2436 19.8111 0.055
O -13.0862 -1.4388 14.1557 0.021
O -4.9722 4.2970 21.8358 0.107
O -13.8170 3.2148 23.8297 0.139
O -12.7168 -1.5169 11.8592 0.103
O -19.8852 5.2901 23.9453 0.105
O -16.1934 5.4375 14.2726 0.089
O -19.6440 3.3625 22.5731 0.065
O -13.7455 0.6539 20.5922 0.031
O -8.3969 -0.0058 17.1305 0.113
O -10.3242 -0.1231 16.1557 0.109
O -12.3077 6.3763 21.7394 0.154
O -14.5715 5.9036 21.3856 0.045
O -15.1380 3.6130 14.8750 0.073
O -14.9468 -7.5267 17.4802 0.103
O -21.4381 -1.2198 20.6094 0.140
O -20.4386 -0.2709 18.8018 0.100
O -14.5375 1.7136 18.8592 0.026
O -15.4442 -0.3794 19.4129 0.129
O -6.9585 3.1974 21.4290 0.055
O -18.0295 4.0399 23.6930 0.122
O -13.5892 7.5868 20.3701 0.024
C -15.3836 -0.9351 14.1288 -0.056
C -9.6776 0.2106 17.2268 -0.618
C -18.7010 2.3109 22.3918 -0.282
C -13.4601 4.5021 16.4576 0.016
C -13.5012 -1.5559 12.8328 -0.415
C -15.2505 -6.8337 18.4796 -0.463
C -13.6091 0.2972 15.8521 -0.014
C -12.4921 3.3944 26.9128 -0.339
C -15.6406 5.7558 15.5502 -0.089
C -13.3787 6.5072 21.2080 -0.546
C -8.0671 3.2227 20.5633 -0.317
C -14.8404 7.4051 19.6128 -0.105
C -15.2257 -4.9578 19.7155 -0.324
C -15.0222 4.4612 16.0044 -0.288
C -18.8963 -1.8511 18.5814 -0.158
C -16.2139 -3.8077 19.8037 -0.017
C -5.9706 4.1366 21.1094 -0.489
C -13.3371 1.9916 20.8298 -0.149
C -9.5290 -0.5607 13.8934 0.014
C -13.5102 2.5555 19.4862 -0.101
C -15.6856 4.2953 13.8447 -0.545
C -9.4316 -0.9952 15.4204 -0.257
C -14.0700 -0.9503 15.0629 -0.261
C -20.5918 -1.2021 19.7313 -0.579
C -7.6417 4.3879 19.6092 -0.064
C -9.3843 3.2912 21.3235 -0.015
C -11.5503 4.4302 26.1954 0.022
C -15.3481 -6.1398 20.6661 -0.119
C -11.8384 2.3772 27.7625 -0.037
C -18.3840 1.8996 20.9199 -0.012
C -15.5577 6.2652 20.3264 -0.071
C -19.5655 -0.7032 17.7781 -0.259
C -14.6742 0.5374 19.5617 -0.484
C -19.1931 4.3819 23.4287 -0.528
C -17.4943 3.0597 22.9021 -0.121
C -8.0887 -0.7950 16.0213 -0.119
C -18.5882 0.4148 17.2832 0.000
C -13.0602 3.4389 24.7270 -0.617
H -10.2967 3.2819 20.7272 0.073
H -8.3119 5.2468 19.6437 0.132
H -7.6825 -1.8048 16.0778 0.141
H -14.2487 -4.5498 19.9746 0.152
H -15.8891 -2.9771 19.1770 0.065
H -14.0636 2.3383 21.5648 0.109
H -12.8580 0.1293 16.6240 0.070
H -16.1808 -3.5143 20.8530 0.098
H -17.6822 1.1091 20.6542 0.077
H -9.0298 -1.1680 13.1384 0.089
H -9.3525 2.4056 21.9582 0.086
H -17.9868 0.1941 16.4013 0.075
H -19.3817 1.5752 20.6241 0.077
H -9.4580 4.1078 22.0417 0.088
H -12.4597 1.6693 28.3109 0.095
H -11.2375 2.8905 28.5132 0.088
H -11.0154 1.8800 27.2490 0.094
H -15.2976 8.3805 19.7786 0.133
H -13.0344 1.0361 15.2936 0.078
H -17.2578 -3.9890 19.5478 0.083
H -15.8248 5.5372 19.5604 0.117
H -16.8474 3.3568 22.0766 0.127
H -15.6268 4.1046 16.8382 0.135
H -12.5617 2.2187 19.0680 0.129
H -13.0975 5.3038 15.8142 0.065
H -14.1411 -1.7550 15.7946 0.138
H -14.7268 6.3364 15.4243 0.123
H -19.0682 -2.7770 18.0326 0.134
H -11.6262 5.4593 26.5464 0.134
H -16.3685 6.8086 20.8117 0.133
H -9.7267 -2.0367 15.5484 0.155
H -18.0577 2.7194 20.2799 0.080
H -12.4319 1.9534 21.4358 0.141
H -16.4156 6.2718 16.1170 0.142
H -12.7270 3.7743 16.1098 0.082
H -16.0943 -1.5794 14.6463 0.120
H -13.3297 3.8634 27.4292 0.158
H -10.5529 -0.2885 13.6370 0.068
H -7.3269 -0.2591 15.4551 0.139
H -7.5175 4.1091 18.5628 0.130
H -18.0473 0.8075 18.1441 0.063
H -14.4030 1.0072 16.0835 0.069
H -14.5954 -6.2592 21.4454 0.138
H -18.9849 1.4484 22.9948 0.160
H -14.6457 7.1320 18.5756 0.111
H -19.1082 1.2955 16.9061 0.079
H -10.5135 4.0959 26.1557 0.131
H -20.0097 -1.1698 16.8988 0.148
H -13.7016 3.6277 19.5290 0.121
H -17.8111 -1.7528 18.5543 0.115
H -16.3150 -6.0350 21.1584 0.131
H -13.2312 4.8674 17.4588 0.061
H -15.8226 0.0560 14.0143 0.124
H -16.8945 2.4695 23.5949 0.146
H -9.0176 0.3985 13.8133 0.077
H -8.1098 2.3306 19.9385 0.138
```

Computed properties:
Kohn-Sham gap: 10.5 eV
HOMO level: -10.9 eV
Energy: -101733.5277 eV
Structure (SMILES): C[C@H]1COC(=O)O1.C[C@H]1COC(=O)O1.C[C@H]1COC(=O)O1.C[C@H]1COC(=O)O1.C[C@H]1COC(=O)O1.C[C@H]1COC(=O)O1.C[C@H]1COC(=O)O1.C[C@H]1COC(=O)O1.O=C1OCCO1.O=C1OCCO1
E_LUMO: -0.317 eV
ΔE to the lowest compared entry with this formula, charge and spin: 188.8 kcal/mol
Molecular weight: 992.8 g mol⁻¹